Molecular formula: C24H32N2O2
Method: DFT, ωB97M-V/def2-TZVPD

Last column: Mulliken charge in e.
Element x y z (Å)
1 O 2.448 0.532 0.263  -0.4640
2 O 2.588 6.069 4.187  -0.4577
3 N -1.570 -0.534 0.798  0.2153
4 N -0.697 -2.599 -0.927  0.6817
5 C -2.466 -1.490 -4.493  -0.6607
6 C -1.646 -1.417 -5.606  -0.4630
7 C -0.393 -3.292 -4.790  -0.4464
8 C -0.210 3.995 3.221  -0.4980
9 C 1.207 -1.600 0.366  -0.4591
10 C -2.389 0.597 1.194  -0.9274
11 C -1.616 1.765 1.727  -0.7775
12 C -0.609 -2.323 -5.754  -0.5582
13 C -2.251 -2.464 -3.534  0.0138
14 C 2.557 3.859 3.140  -0.5882
15 C 0.398 2.860 2.679  0.2941
16 C -0.939 -4.380 -2.592  -1.2117
17 C -0.038 -3.745 -1.516  -1.1790
18 C -1.489 -2.911 0.243  -0.8392
19 C -0.356 1.731 2.152  0.3840
20 C 3.993 6.070 4.186  -0.8239
21 C -2.376 -1.723 0.600  -0.8302
22 C 0.544 5.036 3.711  -0.6916
23 C 1.938 4.983 3.676  0.9499
24 C -0.826 -0.262 -0.418  -1.5566
25 C 1.791 2.814 2.657  -0.6423
26 C 0.128 -1.421 -0.726  -0.1165
27 C -1.212 -3.375 -3.672  0.4585
28 C 2.516 -0.860 0.080  -0.9450
29 H -3.277 -0.786 -4.374  0.4005
30 H 0.420 -3.995 -4.909  0.3812
31 H 4.396 6.011 3.169  0.3299
32 H -3.026 0.942 0.355  0.4389
33 H 1.450 -2.661 0.444  0.4426
34 H -2.890 -2.521 -2.666  0.2951
35 H -1.875 -4.699 -2.132  0.3273
36 H 3.285 -1.198 0.781  0.3886
37 H 4.397 5.247 4.784  0.3302
38 H 0.806 -1.270 1.324  0.2117
39 H -1.506 -0.143 -1.282  0.3058
40 H -1.814 -0.659 -6.357  0.3907
41 H 0.193 0.804 2.084  0.3021
42 H 0.888 -3.416 -1.995  0.5541
43 H -2.918 -1.942 1.524  0.4701
44 H 0.221 -4.506 -0.764  0.3813
45 H 1.789 0.896 -0.337  0.3185
46 H 0.033 -2.273 -6.621  0.3828
47 H -2.123 -3.771 0.014  0.4649
48 H 0.077 5.911 4.137  0.4170
49 H -0.434 -5.257 -3.001  0.5451
50 H -1.287 4.053 3.275  0.3395
51 H 2.857 -1.095 -0.941  0.3424
52 H 0.615 -1.214 -1.688  0.6250
53 H -2.186 2.684 1.765  0.2680
54 H -3.113 -1.570 -0.211  0.2980
55 H -0.863 -3.171 1.113  0.3120
56 H 4.289 7.018 4.634  0.2397
57 H 2.284 1.954 2.229  0.3470
58 H -3.068 0.254 1.985  0.3951
59 H 3.632 3.783 3.094  0.3844
60 H -0.279 0.672 -0.283  0.5097

Values from the calculation:
F_max = 0.6 eV/Å
relative energy (zero: lowest compared OMol25 entry of this formula, charge and spin) = 77.68 kcal/mol
E_LUMO = 0.02879 hartree
HOMO-LUMO gap = 0.313 Ha
HOMO energy = -7.744 eV
SMILES = COc1ccc(/C=C/CN2CCN(CCc3ccccc3)[C@H](CCO)C2)cc1

Molecular formula: C24H32N3
Method: DFT, ωB97M-V/def2-TZVPD

Last column: Mulliken charge in e.
Element x y z (Å)
1 N 2.419 -1.919 1.205  0.1883
2 N 0.818 2.521 4.326  0.1982
3 N -5.142 -0.499 1.239  0.2746
4 C -1.563 -0.333 2.158  -0.5929
5 C -2.041 1.366 0.477  -0.7460
6 C 5.527 0.140 1.262  -0.6782
7 C -2.892 -0.709 2.163  -0.5397
8 C 1.304 0.054 1.303  1.4775
9 C 1.664 3.182 6.421  -0.7182
10 C 3.398 -0.920 1.272  0.2875
11 C -1.096 0.697 1.304  0.8588
12 C 0.446 4.045 6.081  -0.9034
13 C -0.236 3.346 4.866  1.3288
14 C -3.360 0.963 0.440  -0.3559
15 C -6.169 0.127 2.045  -0.9978
16 C -5.616 -1.571 0.390  -0.9931
17 C -1.437 2.497 5.293  -1.5376
18 C 3.483 1.493 1.398  -0.1641
19 C 2.006 2.427 5.114  -0.5038
20 C 4.886 1.390 1.357  -0.9284
21 C 1.177 -1.363 1.241  -0.7215
22 C 2.683 -3.335 1.067  -0.8534
23 C 2.738 0.324 1.342  0.3714
24 C 4.780 -1.051 1.219  -0.9359
25 C -3.806 -0.090 1.277  -0.3383
26 C 0.302 1.022 1.251  -0.9952
27 C -0.704 4.394 3.858  -1.7671
28 H -2.191 3.135 5.773  0.4335
29 H 2.843 2.932 4.601  0.2692
30 H -6.638 -0.618 2.705  0.3207
31 H 2.326 1.391 5.316  0.2929
32 H 5.232 -2.039 1.137  0.2724
33 H 0.284 -1.983 1.195  0.6900
34 H 0.781 5.038 5.763  0.3825
35 H -1.130 1.719 6.004  0.3686
36 H 2.257 -3.885 1.915  0.3336
37 H -1.440 5.056 4.332  0.4107
38 H 6.615 0.085 1.215  0.4067
39 H 0.600 2.040 0.997  0.3519
40 H -3.262 -1.489 2.832  0.4655
41 H -5.732 0.925 2.654  0.2931
42 H -1.161 3.923 2.979  0.2981
43 H 3.763 -3.501 1.031  0.2798
44 H -6.951 0.550 1.399  0.3277
45 H -6.381 -1.193 -0.304  0.3291
46 H -0.858 -0.841 2.818  0.6180
47 H 2.225 -3.718 0.145  0.3498
48 H 1.389 2.454 7.194  0.3041
49 H 2.511 3.766 6.788  0.3822
50 H -1.896 2.011 4.419  0.2203
51 H 5.499 2.291 1.392  0.4116
52 H 2.973 2.455 1.470  0.3898
53 H -4.786 -1.992 -0.186  0.2875
54 H -6.074 -2.363 0.998  0.3207
55 H -4.079 1.426 -0.241  0.4518
56 H 0.643 1.888 3.556  -0.2107
57 H 0.153 4.996 3.533  0.4210
58 H -1.693 2.175 -0.170  0.4604
59 H -0.236 4.162 6.925  0.3534

Values from the calculation:
F_max = 2.3 eV/Å
relative energy (zero: lowest compared OMol25 entry of this formula, charge and spin) = 25.22 kcal/mol
E_LUMO = -0.18611 hartree
net charge = +1
HOMO-LUMO gap = 0.191 Ha
HOMO energy = -10.262 eV

Molecular formula: C24H32N5O2PS3Ta
Method: DFT, ωB97M-V/def2-TZVPD

Last column: Mulliken charge in e.
Element x y z (Å)
1 Ta -0.002 1.062 0.433  1.6720
2 S -2.175 0.160 1.676  0.0280
3 S -1.428 -3.341 0.592  -0.1866
4 S 1.020 -0.958 0.710  -0.3545
5 P 0.172 -2.851 -0.301  0.7961
6 O 0.825 3.862 -1.979  -0.4779
7 O 0.717 1.744 -1.134  -0.2516
8 N -1.581 2.875 0.582  -0.4833
9 N -1.559 0.709 -1.215  -0.1840
10 N 2.471 3.048 -0.593  -0.0518
11 N 0.546 1.908 2.340  0.3454
12 N 2.698 1.987 0.309  -0.5212
13 C 2.818 -3.609 0.363  -0.1718
14 C 3.609 -5.808 -0.199  -0.4943
15 C 1.329 3.007 -1.341  0.0023
16 C 0.809 1.711 4.701  -0.9795
17 C 3.838 -4.550 0.338  -0.7523
18 C 1.226 3.031 4.769  -0.3957
19 C 0.963 3.197 2.408  -0.0696
20 C -1.125 -2.523 -4.110  -0.8155
21 C -2.914 1.684 2.346  -0.7727
22 C 1.314 3.784 3.598  -0.7426
23 C -2.067 2.038 -1.659  -0.8308
24 C 2.360 -6.141 -0.708  -0.7795
25 C 1.099 -1.701 -2.645  -0.4519
26 C 0.023 -2.328 -2.001  0.3963
27 C 0.483 1.174 3.473  0.0177
28 C -3.308 -0.265 0.322  -1.0342
29 C 1.056 -1.492 -4.012  -0.7829
30 C -1.090 -2.742 -2.737  -0.1656
31 C -2.599 -0.333 -1.007  0.5811
32 C -0.053 -1.911 -4.744  -0.5392
33 C -2.218 2.973 1.924  -0.6253
34 C 1.336 -5.210 -0.700  -0.6262
35 C 1.569 -3.937 -0.161  1.0961
36 C -2.605 2.824 -0.506  -0.6886
37 H -3.965 1.650 2.064  0.5578
38 H 1.892 -1.025 -4.516  0.4881
39 H 0.365 -5.475 -1.103  0.4130
40 H -2.830 1.915 -2.430  0.5661
41 H 0.177 0.140 3.372  0.4848
42 H -3.340 -0.281 -1.809  0.6356
43 H -1.901 -3.268 -2.248  0.5301
44 H -2.883 1.596 3.431  0.5006
45 H 3.010 -2.640 0.806  0.2204
46 H 3.193 3.714 -0.836  0.2447
47 H -1.046 3.734 0.451  0.4090
48 H -2.100 -1.293 -1.079  -1.0071
49 H -2.854 3.828 -0.851  0.4791
50 H -1.447 3.226 2.641  0.2338
51 H 3.133 2.361 1.149  0.2751
52 H -1.982 -2.848 -4.685  0.4873
53 H 1.977 -1.405 -2.081  0.4902
54 H -4.135 0.440 0.358  0.5058
55 H -0.967 0.368 -1.978  0.2715
56 H 2.179 -7.131 -1.103  0.4207
57 H -1.231 2.573 -2.107  0.2272
58 H -3.704 -1.253 0.556  0.6257
59 H 4.407 -6.538 -0.216  0.4177
60 H -2.947 3.786 1.939  0.5180
61 H 3.328 1.293 -0.089  0.2902
62 H -0.068 -1.778 -5.818  0.4627
63 H -3.516 2.396 -0.096  0.3689
64 H 1.484 3.475 5.723  0.4828
65 H 0.741 1.095 5.587  0.5090
66 H 1.014 3.756 1.479  0.2461
67 H 1.650 4.812 3.613  0.5138
68 H 4.809 -4.302 0.743  0.4256

Values from the calculation:
F_max = 1.8 eV/Å
relative energy (zero: lowest compared OMol25 entry of this formula, charge and spin) = 21.68 kcal/mol
E_LUMO = -0.39569 hartree
net charge = +3
HOMO-LUMO gap = 0.205 Ha
HOMO energy = -16.343 eV